Density functional theory data (wB97M-V/def2-TZVPD) for 2 unconnected molecules or ions with the total composition CH8N4 in a non-equilibrium geometry.

Atoms and positions in Å:
N  -0.7806  -0.3152  -0.8705
N  0.4072  -0.9071  -1.1335
N  -0.9209  1.0630  -1.2410
H  -0.6334  -0.4952  2.3410
H  -1.4822  1.0977  -2.0839
H  1.1323  -0.6431  0.0298
H  0.9146  -0.3381  -1.8199
H  -0.0129  1.4953  -1.4175
C  -0.0363  0.0343  1.6011
N  1.1682  -0.4270  1.2346
H  1.3399  -1.3579  1.6106
H  -0.2176  1.0997  1.4921
H  -0.8784  -0.3063  0.2571

largest force on an atom	1.01	eV/A
gap between HOMO and LUMO (alpha / beta)	8.104 / 8.103	eV
ΔE to the lowest compared entry with this formula, charge and spin	115.2	kcal/mol
molar mass	76.10	u
calculated total energy	-7122.676	eV
E_LUMO (alpha / beta)	0.4 / 0.4	eV